(1)
{"formula": "C46H78F2N8O12", "method": "the ωB97M-V functional and the def2-TZVPD basis", "relative_energy_kcal_mol": 4.8, "total_energy_ha": -3340.1247, "smiles": "O=C1OC[C@@H](F)O1.O=C1OC[C@@H](F)O1.CCOC(=O)OC.CCOC(=O)OC.CCCC#N.CCCC#N.CCCC#N.CCCC#N.CCCC#N.CCCC#N.CCCC#N.CCCC#N", "e_homo_ev": -10.6509, "spin_multiplicity": 1, "max_force_ev_per_a": 5.90, "species": ["C", "C", "C", "C", "N", "H", "H", "H", "H", "H", "H", "H", "C", "C", "C", "C", "N", "H", "H", "H", "H", "H", "H", "H", "C", "C", "C", "C", "N", "H", "H", "H", "H", "H", "H", "H", "C", "C", "C", "C", "N", "H", "H", "H", "H", "H", "H", "H", "C", "C", "C", "C", "N", "H", "H", "H", "H", "H", "H", "H", "C", "C", "C", "C", "N", "H", "H", "H", "H", "H", "H", "H", "C", "C", "C", "C", "N", "H", "H", "H", "H", "H", "H", "H", "C", "C", "C", "C", "N", "H", "H", "H", "H", "H", "H", "H", "C", "C", "O", "C", "O", "O", "C", "H", "H", "H", "H", "H", "H", "H", "H", "C", "C", "O", "C", "O", "O", "C", "H", "H", "H", "H", "H", "H", "H", "H", "C", "C", "O", "C", "O", "O", "F", "H", "H", "H", "C", "C", "O", "C", "O", "O", "F", "H", "H", "H"], "positions_angstrom": [[-5.6034, -0.2082, -2.7605], [-4.3129, -0.8568, -2.2330], [-4.4290, -2.4011, -1.9716], [-5.5837, -2.7873, -1.1123], [-6.5154, -3.0546, -0.4251], [-6.1776, -0.7518, -3.5107], [-5.4116, 0.8136, -3.0882], [-6.3498, -0.2624, -1.9680], [-4.1163, -0.3154, -1.3076], [-3.4126, -0.7548, -2.8389], [-3.4594, -2.7728, -1.6401], [-4.4743, -2.8439, -2.9666], [-3.0089, 3.8113, -3.6854], [-2.8292, 5.1429, -4.4327], [-1.6333, 5.2926, -5.4713], [-1.9195, 4.6584, -6.7544], [-2.1031, 4.1521, -7.8113], [-3.8717, 3.7311, -3.0242], [-2.0648, 3.5746, -3.1947], [-3.1025, 3.0579, -4.4675], [-2.8422, 5.8921, -3.6412], [-3.7380, 5.4487, -4.9511], [-0.6562, 4.9005, -5.1890], [-1.6152, 6.3098, -5.8624], [5.8629, -4.9199, -1.0643], [6.6187, -3.5885, -1.1900], [6.5558, -2.7299, 0.0835], [5.2423, -1.9923, 0.0572], [4.2870, -1.3792, -0.0544], [6.0949, -5.6337, -1.8548], [4.7885, -4.7362, -1.0569], [6.0804, -5.4631, -0.1446], [6.2972, -3.0477, -2.0801], [7.6422, -3.8888, -1.4144], [7.2570, -1.8983, 0.0134], [6.7510, -3.2391, 1.0273], [3.6690, 4.2132, -1.5667], [2.2854, 3.5393, -1.5077], [1.0413, 4.4484, -1.3606], [0.9521, 5.5394, -2.3630], [0.8709, 6.4390, -3.1605], [4.3673, 3.4572, -1.2077], [3.6306, 5.1435, -1.0000], [4.0225, 4.4352, -2.5736], [2.2635, 2.8091, -0.6987], [2.1468, 2.8645, -2.3524], [1.0760, 4.9666, -0.4023], [0.1325, 3.8638, -1.5038], [0.9449, -4.9028, -4.6507], [2.4081, -4.3911, -4.6249], [3.1500, -4.5369, -3.2704], [2.2434, -4.2300, -2.1207], [1.5614, -3.9962, -1.2180], [0.7870, -5.9191, -4.2897], [0.4239, -5.0268, -5.6001], [0.3276, -4.1856, -4.1097], [2.3673, -3.3478, -4.9379], [3.0289, -4.8724, -5.3806], [3.9951, -3.8500, -3.3160], [3.5141, -5.5534, -3.1210], [-3.0748, -4.3912, 2.1963], [-2.4486, -3.4215, 1.1618], [-1.5448, -4.1106, 0.1500], [-2.1990, -5.1373, -0.6633], [-2.6920, -5.9288, -1.3611], [-3.6300, -5.2551, 1.8311], [-3.7557, -3.8762, 2.8740], [-2.2489, -4.7313, 2.8210], [-1.8385, -2.6952, 1.6988], [-3.2551, -2.8522, 0.6998], [-0.7649, -4.6421, 0.6953], [-1.1793, -3.3888, -0.5804], [0.1751, 4.1301, 5.5936], [-0.4649, 5.4916, 5.3956], [-1.0606, 5.6498, 3.9921], [-2.2321, 4.7558, 3.6637], [-3.0947, 4.0416, 3.4185], [-0.3579, 3.3812, 6.1794], [1.1135, 4.2422, 6.1368], [0.3414, 3.6642, 4.6222], [0.2819, 6.2848, 5.4318], [-1.1815, 5.7457, 6.1766], [-0.3122, 5.5265, 3.2093], [-1.3895, 6.6890, 3.9994], [-2.3114, 0.2029, 6.7335], [-2.4301, 1.0074, 5.4470], [-1.7251, 0.2046, 4.3163], [-0.3123, 0.5918, 4.2679], [0.7965, 0.9217, 4.2173], [-2.8684, -0.7323, 6.6748], [-2.7651, 0.7143, 7.5824], [-1.3034, 0.0793, 7.1294], [-1.9712, 1.9961, 5.4583], [-3.4506, 1.2594, 5.1584], [-2.1118, 0.5912, 3.3734], [-1.9015, -0.8709, 4.2997], [3.9539, -6.3883, 2.3363], [3.1831, -5.4478, 3.2656], [4.0292, -4.3343, 3.4262], [3.8141, -3.3736, 4.3964], [2.8464, -3.3675, 5.1048], [4.9366, -2.6146, 4.6229], [6.0791, -2.7468, 3.7699], [4.8840, -6.6945, 2.8151], [4.0683, -5.8572, 1.3913], [3.3529, -7.2809, 2.1628], [2.9041, -5.8591, 4.2357], [2.2575, -5.0901, 2.8146], [5.8392, -2.3387, 2.7881], [6.5073, -3.7480, 3.7200], [6.8339, -2.0442, 4.1229], [1.0693, -2.1707, 2.2770], [0.9159, -1.0932, 1.1550], [-0.3761, -0.4660, 1.2633], [-0.6515, 0.5117, 0.4231], [0.0868, 0.8428, -0.5206], [-1.7120, 1.1273, 0.8589], [-2.2526, 2.2344, 0.0761], [0.3131, -2.9554, 2.2557], [1.0065, -1.6709, 3.2437], [2.0108, -2.7199, 2.2799], [1.0352, -1.6150, 0.2055], [1.7484, -0.3910, 1.1998], [-2.5222, 3.0247, 0.7767], [-3.1790, 1.8687, -0.3669], [-1.6247, 2.6675, -0.7025], [0.2839, -1.2523, -3.4754], [1.4587, -0.7213, -2.7645], [1.4865, 0.5984, -3.2540], [0.3100, 1.0051, -3.6383], [-0.0555, 2.1678, -3.9057], [-0.5168, -0.0890, -3.6386], [2.6131, -1.3804, -2.9653], [-0.1055, -1.9814, -2.7648], [0.5522, -1.7479, -4.4084], [1.2527, -0.7597, -1.6948], [-4.7085, 7.0619, -1.4258], [-5.3744, 5.8863, -0.7606], [-4.3830, 5.4866, 0.0910], [-3.1824, 5.9337, -0.1976], [-2.1465, 5.5735, 0.2916], [-3.3064, 6.7262, -1.2406], [-5.5899, 4.9544, -1.6932], [-4.9432, 8.0113, -0.9444], [-4.9896, 7.1637, -2.4740], [-6.3021, 6.0481, -0.2117]]}

---

(2)
{"formula": "C22H26AuClN7OS", "method": "the ωB97M-V functional and the def2-TZVPD basis", "relative_energy_kcal_mol": 0.0, "total_energy_ha": -2306.3875, "e_homo_ev": -10.4668, "spin_multiplicity": 1, "total_charge": 1, "max_force_ev_per_a": 0.46, "species": ["Au", "C", "C", "N", "C", "S", "N", "N", "C", "C", "C", "C", "C", "C", "C", "N", "H", "H", "H", "H", "H", "H", "H", "H", "H", "H", "H", "H", "H", "Cl", "C", "C", "C", "C", "C", "C", "C", "H", "H", "H", "H", "H", "H", "C", "N", "C", "C", "C", "N", "C", "O", "N", "H", "H", "H", "H", "H", "H", "H"], "positions_angstrom": [[1.0002, -0.3354, -0.4156], [-2.1974, -4.7658, 1.9774], [-2.9293, -3.4745, 1.6499], [-2.3979, -2.8068, 0.4634], [-1.2863, -2.0705, 0.4584], [-0.8208, -1.4755, -1.1497], [-0.6555, -1.8878, 1.6049], [0.4367, -1.1027, 1.4666], [1.3134, -0.9705, 2.3970], [1.2265, -1.6533, 3.7213], [2.4488, -0.0718, 2.0699], [3.3463, 0.3613, 3.0315], [4.3583, 1.2417, 2.6776], [4.4550, 1.6757, 1.3676], [3.5359, 1.2022, 0.4482], [2.5774, 0.3451, 0.7873], [-2.6636, -5.2502, 2.8355], [-1.1534, -4.5688, 2.2176], [-2.2342, -5.4590, 1.1367], [-2.8733, -2.7736, 2.4816], [-3.9830, -3.6683, 1.4526], [-2.8466, -2.9719, -0.4221], [0.5003, -2.4592, 3.6648], [0.9004, -0.9576, 4.4990], [2.1948, -2.0560, 4.0167], [3.2450, 0.0192, 4.0510], [5.0599, 1.5882, 3.4242], [5.2231, 2.3656, 1.0510], [3.5653, 1.5001, -0.5917], [-1.0531, -2.0315, -7.0390], [-0.2191, -1.3904, -5.6599], [0.8568, -2.0855, -5.1311], [1.5138, -1.5700, -4.0260], [1.1103, -0.3678, -3.4497], [1.7980, 0.1775, -2.2534], [0.0270, 0.3145, -4.0026], [-0.6395, -0.1912, -5.1058], [1.1721, -3.0156, -5.5826], [2.3528, -2.1135, -3.6074], [1.7569, 1.2647, -2.2324], [2.8193, -0.1970, -2.1583], [-0.2979, 1.2436, -3.5497], [-1.4781, 0.3347, -5.5409], [-1.7172, 4.2313, -1.8328], [-1.7379, 3.5948, -0.5199], [-2.5698, 4.0117, 0.4617], [-2.6077, 3.3982, 1.6629], [-1.7240, 2.2902, 1.8336], [-0.8942, 1.8849, 0.8938], [-0.8849, 2.5051, -0.3170], [-0.1674, 2.1374, -1.2437], [-1.7275, 1.6049, 2.9935], [-2.3956, 5.0803, -1.8186], [-2.0304, 3.5222, -2.5964], [-0.7101, 4.5684, -2.0657], [-3.1995, 4.8575, 0.2218], [-3.2793, 3.7285, 2.4394], [-2.3071, 1.8760, 3.7653], [-1.1127, 0.8163, 3.0882]]}